# 1
{
  "formula": "C14H33Br4NO3S3",
  "method": "wB97M-V/def2-TZVPD",
  "elements": ["Br", "Br", "Br", "Br", "S", "S", "S", "O", "O", "O", "N", "C", "C", "C", "C", "C", "C", "C", "C", "C", "C", "C", "C", "C", "C", "H", "H", "H", "H", "H", "H", "H", "H", "H", "H", "H", "H", "H", "H", "H", "H", "H", "H", "H", "H", "H", "H", "H", "H", "H", "H", "H", "H", "H", "H", "H", "H", "H"],
  "coordinates": [[-13.95301, -22.40594, -6.80304], [-14.44124, -11.61383, -0.80048], [-15.25174, -13.22732, -4.13322], [-14.44180, -24.28438, -9.56245], [-10.36248, -17.51698, -9.96653], [-12.30291, -14.23852, -9.84704], [-14.79519, -18.72226, -1.60090], [-10.92546, -13.55398, -9.91436], [-15.11894, -19.65319, -0.41194], [-10.17802, -17.25700, -8.46032], [-16.25032, -19.29453, -6.12424], [-15.14784, -19.09627, -6.29979], [-13.68610, -18.92135, -6.51224], [-13.62337, -13.19728, -10.64141], [-13.66541, -13.23693, -1.65316], [-12.87381, -13.97449, -8.18823], [-15.69338, -22.39766, -7.76555], [-13.28878, -17.47118, -6.23594], [-15.90161, -23.80554, -8.26624], [-9.91853, -19.34448, -10.13566], [-13.46627, -13.02933, -3.21958], [-13.40751, -17.10458, -4.73731], [-8.84338, -16.83631, -10.73755], [-15.53979, -19.61272, -3.07897], [-15.95567, -17.29272, -1.50610], [-16.38584, -22.02755, -7.00950], [-16.95795, -17.67306, -1.30889], [-13.63670, -12.15016, -10.33899], [-12.46638, -17.27878, -4.21574], [-13.85153, -16.14421, -4.47532], [-12.68619, -13.34091, -1.18581], [-16.27142, -19.05729, -3.66577], [-12.95896, -12.89979, -8.02741], [-12.01399, -14.43393, -7.70064], [-10.43763, -19.98610, -9.42365], [-14.06285, -17.83880, -4.26876], [-16.85650, -23.78062, -8.79126], [-14.68831, -19.86511, -3.71093], [-13.44240, -13.26434, -11.71419], [-15.97111, -24.52381, -7.44932], [-8.83098, -17.06635, -11.80292], [-8.85950, -19.51166, -9.93915], [-15.59931, -16.74384, -0.63442], [-8.00643, -17.32992, -10.24360], [-13.00489, -12.05784, -3.39688], [-13.86199, -16.73698, -6.80205], [-15.92044, -20.58263, -2.75885], [-8.92408, -15.75582, -10.85638], [-10.22900, -19.63821, -11.13837], [-12.95573, -19.59702, -6.06711], [-15.63778, -21.73827, -8.63170], [-14.26040, -14.11915, -1.41698], [-15.94223, -16.78078, -2.46830], [-14.59952, -13.62969, -10.42176], [-13.79997, -14.44120, -7.85281], [-12.28166, -17.25294, -6.59116], [-13.48280, -18.98856, -7.58100], [-12.74288, -13.75198, -3.59718]],
  "forces_ev_per_a": [[-0.305, 0.420, -0.028], [0.196, -0.980, -0.473], [1.399, 0.131, 0.444], [-1.189, 0.077, 0.767], [1.278, -0.863, 2.049], [0.652, 1.218, -1.105], [-2.840, -1.279, -0.319], [-2.415, -0.863, 0.078], [0.619, 1.213, -1.053], [-0.596, -0.069, -1.687], [-1.976, -0.101, 0.401], [3.235, -0.562, -0.215], [0.080, 1.648, -1.341], [0.648, -0.323, -0.332], [0.413, 0.878, -1.313], [0.536, 0.113, 0.554], [1.106, -0.298, 0.087], [0.115, 1.426, 0.963], [-0.217, 0.313, -0.207], [-0.174, 0.770, -0.309], [-0.609, -0.241, 1.812], [0.019, -0.877, 0.241], [-0.893, -0.600, -0.943], [1.345, -0.809, -0.076], [0.519, -0.468, 0.750], [-0.195, -0.291, -0.308], [0.130, -0.288, -0.033], [0.391, -0.087, 0.203], [0.200, 0.435, -0.034], [0.355, 0.230, -0.356], [-0.035, 0.036, -0.095], [0.104, 0.433, 0.468], [0.336, -0.042, 0.209], [-0.148, 0.327, 0.781], [-0.431, 0.573, 0.130], [-0.384, -0.105, 0.019], [0.175, -0.388, -0.348], [-0.040, 0.200, -0.084], [-0.066, 0.092, 0.027], [0.388, -0.120, -0.305], [-0.100, -0.848, -0.106], [0.059, 0.303, -0.293], [-0.117, 0.444, -0.324], [0.107, 0.745, 0.101], [-0.651, 0.124, -0.174], [-0.510, -0.403, -0.160], [-0.187, 0.260, 0.531], [0.233, 0.134, 1.265], [0.309, -0.086, -0.073], [-0.806, -0.346, 0.477], [0.207, 0.248, 0.372], [-0.172, 0.324, -0.068], [0.381, 0.160, 0.147], [0.113, -0.247, 0.089], [0.010, -0.272, -0.526], [0.220, -0.484, 0.060], [-0.333, -0.584, -0.197], [-0.488, -0.351, -0.146]],
  "nbo_charge": [-0.065, 0.007, -0.033, -0.005, 1.175, 1.202, 1.274, -0.954, -0.447, -1.002, -0.385, 0.327, -0.540, -0.809, -0.438, -0.845, -0.420, -0.409, -0.433, -0.789, -0.422, -0.603, -0.814, -0.764, -0.754, 0.240, 0.277, 0.234, 0.215, 0.221, 0.229, 0.298, 0.236, 0.248, 0.237, 0.147, 0.232, 0.267, 0.236, 0.230, 0.231, 0.229, 0.269, 0.240, 0.240, 0.215, 0.286, 0.271, 0.224, 0.270, 0.229, 0.201, 0.281, 0.226, 0.229, 0.260, 0.277, 0.222],
  "charge": 1,
  "multiplicity": 2,
  "homo_lumo_gap_ev": [6.98, 2.44],
  "s_squared": 0.757,
  "lumo_energy_ev": [-3.7, -8.3]
}

---

# 2
{
  "formula": "C14H33CrN5OP2",
  "method": "wB97M-V/def2-TZVPD",
  "elements": ["Cr", "P", "P", "O", "N", "N", "N", "N", "N", "C", "C", "C", "C", "C", "C", "C", "C", "C", "C", "C", "C", "C", "C", "H", "H", "H", "H", "H", "H", "H", "H", "H", "H", "H", "H", "H", "H", "H", "H", "H", "H", "H", "H", "H", "H", "H", "H", "H", "H", "H", "H", "H", "H", "H", "H", "H"],
  "coordinates": [[0.09612, 0.06058, 0.03103], [0.53892, -0.16551, 2.29870], [0.40382, 2.34864, -0.26579], [3.47030, 0.99545, 1.64536], [-3.27058, 1.03746, 0.54159], [-1.76388, -0.67138, -0.11310], [-4.01953, -0.74937, -0.71732], [1.05836, 0.15860, -1.76024], [1.01263, -1.69861, -0.01336], [1.58540, 1.17467, -2.36024], [4.25936, 0.03468, 1.10037], [1.30536, -1.77472, 2.31367], [5.04789, -0.49363, 2.30205], [1.07699, 2.53407, -2.04902], [-3.96954, 2.13237, -0.12928], [5.09512, 0.62508, -0.02912], [1.43802, -2.36134, 1.07076], [1.10315, -1.18502, -2.39289], [-3.81805, -2.01717, -1.40687], [-2.57726, 1.39362, 1.76764], [-5.39927, -0.37055, -0.51214], [-2.99394, -0.14013, -0.09510], [1.31054, -2.24084, -1.32495], [-3.33330, 3.02980, -0.14562], [0.10732, 2.65538, -2.59363], [1.07691, 3.17484, 0.71937], [-4.21731, 1.84911, -1.15701], [5.54855, 1.57117, 0.29634], [1.66051, -2.27248, 3.22011], [2.27122, 1.05553, -3.18966], [-2.36894, 0.50270, 2.37626], [-3.59381, -2.86010, -0.71586], [-3.00693, -1.94504, -2.15591], [5.69894, 0.32218, 2.67219], [0.68924, -3.12627, -1.52957], [4.43708, 0.85923, -0.87487], [-0.90980, 2.88674, -0.42678], [3.69934, -0.82876, 0.72255], [1.49246, 0.63240, 2.96581], [1.91155, -1.21702, -3.13332], [-0.48546, -0.33104, 3.28363], [1.63869, 3.41330, -2.33018], [-5.69731, 0.43539, -1.17122], [5.65333, -1.38448, 2.07633], [-4.74686, -2.26533, -1.93981], [4.36479, -0.76309, 3.14315], [5.88232, -0.03902, -0.37708], [-1.63138, 1.93128, 1.58192], [-3.23281, 2.05579, 2.34808], [-4.88512, 2.37681, 0.42801], [-5.59411, -0.07801, 0.51410], [-1.81818, -1.64971, -0.41043], [2.34549, -2.61882, -1.40878], [-6.02868, -1.21914, -0.75171], [1.91769, -3.35661, 0.96946], [0.16465, -1.42370, -2.90760]],
  "forces_ev_per_a": [[1.211, 0.047, -0.388], [0.543, -0.910, 1.766], [-0.273, 1.133, 0.019], [-0.566, 0.169, 0.048], [0.256, 0.185, 0.024], [-2.699, -0.122, 0.105], [-0.138, -0.531, -0.242], [-0.094, 0.378, -1.798], [0.231, -0.599, -0.772], [-0.666, -0.984, -0.107], [0.342, -0.409, -0.616], [0.358, -0.948, -0.369], [0.469, 0.244, 1.425], [-1.458, 0.080, 1.275], [-0.097, -0.100, 0.209], [0.133, 0.454, 0.049], [0.016, 0.441, 1.163], [0.724, 0.135, 0.002], [0.192, -0.363, -0.453], [0.055, 0.031, 0.169], [-0.439, 0.008, 0.103], [1.241, -0.642, -0.307], [0.541, -1.002, 0.419], [-0.099, -0.226, -0.053], [0.653, -0.248, 0.174], [-0.500, -0.099, -0.992], [0.096, 0.205, 0.278], [-0.023, -0.262, -0.012], [-0.214, 0.245, -0.362], [0.064, -0.217, -0.250], [-0.084, 0.311, -0.346], [-0.093, 0.523, -0.259], [-0.339, -0.011, 0.349], [-0.155, -0.514, -0.157], [-0.042, 0.161, -0.195], [0.112, -0.084, 0.076], [0.698, 0.588, 0.220], [-0.445, 0.034, 0.045], [-0.491, 0.169, 0.176], [-0.180, -0.016, -0.005], [0.332, 0.426, -0.227], [0.573, -0.082, 0.262], [-0.148, 0.180, -0.100], [-0.242, 0.402, -0.251], [0.470, 0.070, 0.144], [0.372, 0.173, -0.763], [0.005, -0.161, 0.004], [-0.243, -0.151, 0.140], [0.125, -0.141, -0.129], [0.126, 0.059, -0.300], [0.057, 0.063, 0.148], [0.206, 0.431, 0.217], [-0.134, 0.204, 0.291], [-0.075, -0.089, 0.127], [-0.273, 0.587, -0.035], [0.009, 0.774, 0.058]],
  "nbo_charge": [0.866, 0.387, 0.337, -0.291, -0.463, -0.922, -0.411, -0.470, -0.721, 0.166, 0.018, -0.728, -0.598, -0.706, -0.403, -0.624, 0.092, -0.239, -0.422, -0.393, -0.406, 0.665, -0.225, 0.201, 0.268, 0.070, 0.216, 0.222, 0.240, 0.204, 0.228, 0.209, 0.210, 0.219, 0.184, 0.195, 0.012, 0.177, 0.032, 0.208, -0.004, 0.272, 0.201, 0.233, 0.229, 0.232, 0.222, 0.177, 0.218, 0.210, 0.220, 0.363, 0.188, 0.220, 0.202, 0.214],
  "charge": 1,
  "multiplicity": 6,
  "homo_lumo_gap_ev": [6.74, 5.96],
  "s_squared": 8.789,
  "lumo_energy_ev": [-2.5, -3.7]
}

---

The records above yield E_tot values of -335348.707 -71540.911 eV, respectively.